Record 1
# C28H36P2SiSn

A molecular structure, C28H36P2SiSn in a non-equilibrium geometry (ωB97M-V/def2-TZVPD, the OMol25 dataset).

Geometry (Å):
1 C 1.655 -0.861 1.266
2 C 2.073 -1.028 -0.089
3 C 2.863 0.146 -0.451
4 H 2.009 -1.944 -0.676
5 C 2.822 1.045 0.684
6 C 2.106 0.399 1.728
7 H 2.003 0.771 2.743
8 H 1.159 -1.613 1.874
9 H 3.532 0.216 -1.308
10 H 3.375 1.982 0.758
11 Sn 0.644 0.890 -0.841
12 C -1.205 0.461 -5.505
13 H -2.007 0.873 -4.899
14 H -0.924 1.183 -6.284
15 H -1.535 -0.496 -5.936
16 Si 0.474 0.126 -4.196
17 C 1.186 -1.101 -5.484
18 C 2.088 -2.116 -5.107
19 H 2.317 -2.265 -4.049
20 C 2.704 -2.924 -6.081
21 H 3.389 -3.713 -5.768
22 C 2.478 -2.706 -7.446
23 H 2.978 -3.310 -8.205
24 C 1.610 -1.683 -7.832
25 H 1.456 -1.438 -8.883
26 C 0.918 -0.952 -6.863
27 H 0.162 -0.256 -7.218
28 C 1.803 1.509 -4.268
29 C 2.978 1.446 -5.043
30 H 3.126 0.645 -5.769
31 C 3.995 2.399 -4.877
32 H 4.889 2.358 -5.498
33 C 3.885 3.392 -3.902
34 H 4.688 4.109 -3.738
35 C 2.723 3.471 -3.139
36 H 2.627 4.209 -2.346
37 C 1.660 2.604 -3.389
38 H 0.720 2.752 -2.848
39 H -3.384 2.087 -6.441
40 H -3.623 1.473 -6.788
41 C -2.400 3.186 1.113
42 P -0.928 2.135 1.429
43 C -0.127 3.085 2.758
44 C -1.705 0.718 2.342
45 C -2.064 0.789 3.690
46 C -2.652 -0.310 4.326
47 C -2.899 -1.481 3.613
48 C -2.569 -1.564 2.256
49 C -1.984 -0.470 1.609
50 P -1.587 -0.490 -0.183
51 C -1.324 -2.220 -0.663
52 C -3.087 0.110 -1.025
53 H -2.401 3.505 0.064
54 H -2.330 4.072 1.753
55 H -3.329 2.649 1.339
56 H -0.781 3.925 3.019
57 H 0.061 2.480 3.649
58 H 0.823 3.484 2.385
59 H -1.888 1.699 4.261
60 H -2.916 -0.245 5.383
61 H -3.360 -2.337 4.106
62 H -2.768 -2.483 1.702
63 H -2.291 -2.742 -0.769
64 H -0.791 -2.248 -1.628
65 H -0.716 -2.738 0.095
66 H -3.922 -0.580 -0.836
67 H -3.359 1.106 -0.649
68 H -2.901 0.172 -2.107

Calculated values
2S+1: 1
F_max in eV/Å: 2.22
LUMO level in eV: 0.104
Relative energy (zero: lowest compared OMol25 entry of this formula, charge and spin) in kcal per mole: 0.00
Charge: 0

Record 2
# C28H37BCoN8O6S3

A molecular structure, C28H37BCoN8O6S3 (ωB97M-V/def2-TZVPD, the OMol25 dataset).

Geometry (Å):
1 Co -0.030 0.032 0.249
2 C 2.512 4.054 -0.008
3 C 3.344 2.968 -0.693
4 C 4.532 3.571 -1.447
5 C 3.879 2.026 0.379
6 N 2.452 2.316 -1.708
7 C 1.964 3.075 -2.760
8 C 1.140 2.293 -3.473
9 N 1.100 1.056 -2.871
10 B 0.081 0.014 -3.409
11 N 0.424 -1.452 -3.049
12 C 1.373 -2.110 -3.800
13 C 1.578 -3.319 -3.252
14 N 0.750 -3.413 -2.147
15 C 0.047 -2.258 -2.033
16 S -1.095 -1.893 -0.796
17 C 0.677 -4.603 -1.244
18 C 1.116 -4.199 0.164
19 C 1.639 -5.675 -1.756
20 C -0.739 -5.174 -1.263
21 N -1.382 0.373 -3.017
22 C -2.405 -0.157 -3.770
23 C -3.571 0.185 -3.194
24 N -3.267 0.936 -2.072
25 C -1.919 1.037 -1.979
26 S -1.051 1.878 -0.741
27 C -4.280 1.482 -1.115
28 C -5.679 1.125 -1.616
29 C -4.162 3.003 -1.057
30 C -4.078 0.834 0.254
31 C 1.911 1.075 -1.792
32 S 2.138 -0.260 -0.726
33 H 3.123 4.556 0.741
34 H 2.153 4.804 -0.713
35 H 1.653 3.604 0.491
36 H 5.211 4.030 -0.730
37 H 5.074 2.792 -1.984
38 H 4.231 4.338 -2.159
39 H 4.545 2.623 1.004
40 H 3.087 1.622 1.003
41 H 4.449 1.201 -0.043
42 H 2.233 4.103 -2.903
43 H 0.559 2.509 -4.351
44 H 0.131 0.086 -4.614
45 H 1.822 -1.651 -4.661
46 H 2.246 -4.100 -3.553
47 H 2.106 -3.740 0.131
48 H 0.421 -3.497 0.617
49 H 1.169 -5.093 0.786
50 H 2.672 -5.327 -1.755
51 H 1.575 -6.528 -1.082
52 H 1.373 -6.020 -2.756
53 H -1.460 -4.459 -0.876
54 H -1.022 -5.450 -2.280
55 H -0.770 -6.070 -0.642
56 H -2.210 -0.739 -4.652
57 H -4.573 -0.051 -3.487
58 H -5.885 1.555 -2.597
59 H -5.836 0.047 -1.652
60 H -6.399 1.541 -0.913
61 H -4.292 3.432 -2.052
62 H -4.948 3.394 -0.410
63 H -3.200 3.316 -0.660
64 H -4.103 -0.253 0.165
65 H -3.130 1.121 0.703
66 H -4.886 1.147 0.916
67 O 0.821 1.180 2.146
68 C 0.114 0.345 2.727
69 O -0.649 -0.459 2.100
70 C 0.157 0.239 4.222
71 C -0.261 -0.930 4.844
72 C -0.186 -1.012 6.221
73 C 0.268 0.028 7.008
74 C 0.664 1.176 6.354
75 C 0.629 1.301 4.977
76 N 1.154 2.312 7.163
77 O 1.460 3.325 6.572
78 O 1.189 2.165 8.365
79 N -0.612 -2.260 6.888
80 O -0.543 -2.297 8.098
81 O -0.963 -3.179 6.179
82 H -0.642 -1.754 4.259
83 H 0.311 -0.053 8.083
84 H 0.972 2.208 4.500

Calculated values
2S+1: 4
F_max in eV/Å: 0.56
LUMO level (spin up / spin down) in eV: -0.635 / -0.635
Charge: 0

Question: Which of these has the lowest 2S+1?
Answer: C28H36P2SiSn

Copy entry 1 word for word.
# C28H36P2SiSn

A molecular structure, C28H36P2SiSn in a non-equilibrium geometry (ωB97M-V/def2-TZVPD, the OMol25 dataset).

Geometry (Å):
1 C 1.655 -0.861 1.266
2 C 2.073 -1.028 -0.089
3 C 2.863 0.146 -0.451
4 H 2.009 -1.944 -0.676
5 C 2.822 1.045 0.684
6 C 2.106 0.399 1.728
7 H 2.003 0.771 2.743
8 H 1.159 -1.613 1.874
9 H 3.532 0.216 -1.308
10 H 3.375 1.982 0.758
11 Sn 0.644 0.890 -0.841
12 C -1.205 0.461 -5.505
13 H -2.007 0.873 -4.899
14 H -0.924 1.183 -6.284
15 H -1.535 -0.496 -5.936
16 Si 0.474 0.126 -4.196
17 C 1.186 -1.101 -5.484
18 C 2.088 -2.116 -5.107
19 H 2.317 -2.265 -4.049
20 C 2.704 -2.924 -6.081
21 H 3.389 -3.713 -5.768
22 C 2.478 -2.706 -7.446
23 H 2.978 -3.310 -8.205
24 C 1.610 -1.683 -7.832
25 H 1.456 -1.438 -8.883
26 C 0.918 -0.952 -6.863
27 H 0.162 -0.256 -7.218
28 C 1.803 1.509 -4.268
29 C 2.978 1.446 -5.043
30 H 3.126 0.645 -5.769
31 C 3.995 2.399 -4.877
32 H 4.889 2.358 -5.498
33 C 3.885 3.392 -3.902
34 H 4.688 4.109 -3.738
35 C 2.723 3.471 -3.139
36 H 2.627 4.209 -2.346
37 C 1.660 2.604 -3.389
38 H 0.720 2.752 -2.848
39 H -3.384 2.087 -6.441
40 H -3.623 1.473 -6.788
41 C -2.400 3.186 1.113
42 P -0.928 2.135 1.429
43 C -0.127 3.085 2.758
44 C -1.705 0.718 2.342
45 C -2.064 0.789 3.690
46 C -2.652 -0.310 4.326
47 C -2.899 -1.481 3.613
48 C -2.569 -1.564 2.256
49 C -1.984 -0.470 1.609
50 P -1.587 -0.490 -0.183
51 C -1.324 -2.220 -0.663
52 C -3.087 0.110 -1.025
53 H -2.401 3.505 0.064
54 H -2.330 4.072 1.753
55 H -3.329 2.649 1.339
56 H -0.781 3.925 3.019
57 H 0.061 2.480 3.649
58 H 0.823 3.484 2.385
59 H -1.888 1.699 4.261
60 H -2.916 -0.245 5.383
61 H -3.360 -2.337 4.106
62 H -2.768 -2.483 1.702
63 H -2.291 -2.742 -0.769
64 H -0.791 -2.248 -1.628
65 H -0.716 -2.738 0.095
66 H -3.922 -0.580 -0.836
67 H -3.359 1.106 -0.649
68 H -2.901 0.172 -2.107

Calculated values
2S+1: 1
F_max in eV/Å: 2.22
LUMO level in eV: 0.104
Relative energy (zero: lowest compared OMol25 entry of this formula, charge and spin) in kcal per mole: 0.00
Charge: 0